(1)
ORCA calculation (the ωB97M-V functional and the def2-TZVPD basis) on a cluster of 2 separate species, C27H38IN2O3S in total at a distorted geometry.

Output
Frontier orbital gap (eV): 4.0
Net charge: -1
E_HOMO (eV): -2.60
2S+1: 1
LUMO energy (eV): 1.4

Geometry as XYZ:
```
72
C27H38IN2O3S (the ωB97M-V functional and the def2-TZVPD basis)
C -5.39 -2.09 -0.23
C -5.30 -3.17 -1.31
C -4.27 -4.26 -0.93
C -2.87 -3.87 -1.40
C -1.75 -4.41 -0.50
C -0.48 -3.56 -0.54
C 0.30 -3.57 0.78
C 1.26 -2.39 0.92
C 0.67 -1.16 1.56
C -0.71 -0.96 1.63
C -1.25 0.20 2.18
C -0.42 1.20 2.67
C 0.95 1.00 2.61
C 1.50 -0.16 2.08
N 2.93 -0.34 2.07
C 3.61 0.79 1.53
C 4.60 0.61 0.57
C 5.31 1.68 0.04
N 6.28 1.42 -0.95
C 5.83 0.65 -2.12
C 6.77 0.92 -3.28
C 5.03 2.98 0.48
C 5.79 4.14 -0.10
C 5.29 4.45 -1.49
O 4.20 4.19 -1.86
O 6.21 5.01 -2.34
C 4.03 3.17 1.45
I 3.53 5.09 2.15
C 3.32 2.09 1.97
S 2.07 2.24 3.22
H -5.46 -2.56 0.75
H -4.49 -1.49 -0.24
H -6.24 -1.41 -0.36
H -6.27 -3.60 -1.53
H -4.93 -2.69 -2.22
H -4.29 -4.39 0.15
H -4.59 -5.20 -1.39
H -2.73 -4.27 -2.41
H -2.82 -2.79 -1.44
H -2.13 -4.51 0.51
H -1.52 -5.42 -0.83
H -0.76 -2.53 -0.78
H 0.16 -3.93 -1.33
H 0.90 -4.49 0.80
H -0.38 -3.65 1.62
H 1.57 -2.10 -0.09
H 2.16 -2.69 1.43
H -1.40 -1.69 1.24
H -2.32 0.34 2.22
H -0.83 2.11 3.08
H 3.22 -0.41 3.04
H 4.81 -0.39 0.23
H 6.77 2.25 -1.23
H 4.80 0.90 -2.38
H 5.91 -0.41 -1.88
H 6.59 1.91 -3.70
H 7.79 0.93 -2.90
H 6.69 0.17 -4.05
H 5.67 5.03 0.51
H 6.85 3.91 -0.19
H 6.02 5.95 -2.43
C -6.87 2.16 1.71
C -6.53 1.77 0.25
C -7.16 2.83 -0.68
O -6.99 0.53 -0.04
H -7.95 2.14 1.87
H -6.41 1.45 2.40
H -6.51 3.17 1.97
H -5.42 1.91 0.16
H -8.25 2.83 -0.58
H -6.91 2.62 -1.72
H -6.80 3.85 -0.45
```

Atom charges from the Löwdin analysis, given in e for atoms 1 to 8:
1 C -0.108
2 C -0.262
3 C -0.226
4 C -0.216
5 C -0.212
6 C -0.219
7 C -0.218
8 C -0.146



(2)
ORCA calculation (the ωB97M-V functional and the def2-TZVPD basis) on a structure of composition C27H38LiN6O2PSSe.

Output
ΔE to the lowest compared entry with this formula, charge and spin (eV): 0.000
Frontier orbital gap (eV): 4.4
Net charge: -2
E_HOMO (eV): -0.29
2S+1: 1
LUMO energy (eV): 4.1

Geometry as XYZ:
```
77
C27H38LiN6O2PSSe (the ωB97M-V functional and the def2-TZVPD basis)
Li 1.07 -0.44 -0.74
C 1.50 0.36 4.68
N 2.01 1.21 3.63
C 2.80 2.31 3.80
C 3.09 2.78 2.58
N 2.47 1.97 1.63
C 1.78 0.97 2.29
S 0.84 -0.33 1.85
C 2.65 2.25 0.20
C 3.34 3.42 -0.12
C 3.55 3.67 -1.47
C 3.08 2.77 -2.41
C 2.36 1.60 -2.07
N 2.18 1.41 -0.69
H 1.85 0.76 5.63
H 1.85 -0.66 4.54
H 0.41 0.34 4.66
H 3.11 2.66 4.77
H 3.70 3.62 2.33
H 3.72 4.13 0.59
H 4.09 4.57 -1.77
H 3.26 2.97 -3.46
H 1.19 -0.48 -2.80
O 0.69 -1.26 -2.51
Se 3.96 -2.00 0.40
C 5.19 -3.21 1.19
C 5.63 -3.06 2.52
C 6.53 -3.94 3.10
C 7.04 -5.02 2.38
C 6.61 -5.19 1.07
C 5.71 -4.31 0.49
H 5.25 -2.22 3.09
H 6.85 -3.78 4.13
H 7.75 -5.71 2.83
H 6.99 -6.02 0.48
H 5.39 -4.46 -0.54
O -0.85 0.73 -0.80
P -2.29 0.51 -1.02
N -2.73 1.31 -2.41
C -4.05 1.18 -3.03
C -3.77 0.95 -4.52
C -2.41 1.63 -4.72
C -1.66 1.27 -3.45
N -3.34 1.11 0.13
C -3.00 0.79 1.52
C -4.14 1.44 2.29
C -4.35 2.75 1.53
C -3.93 2.45 0.08
N -2.67 -1.10 -1.09
C -3.99 -1.67 -0.80
C -3.72 -3.16 -0.54
C -2.37 -3.41 -1.21
C -1.61 -2.13 -0.93
H -4.64 2.09 -2.88
H -4.62 0.35 -2.60
H -4.56 1.35 -5.15
H -3.67 -0.12 -4.71
H -2.54 2.71 -4.80
H -1.89 1.28 -5.61
H -0.85 1.94 -3.19
H -1.21 0.27 -3.51
H -2.02 1.20 1.80
H -2.94 -0.30 1.65
H -3.90 1.59 3.34
H -5.03 0.81 2.23
H -3.71 3.53 1.95
H -5.38 3.11 1.59
H -3.22 3.19 -0.29
H -4.79 2.45 -0.60
H -4.67 -1.56 -1.66
H -4.47 -1.18 0.05
H -4.53 -3.79 -0.92
H -3.64 -3.34 0.54
H -2.49 -3.56 -2.28
H -1.85 -4.28 -0.80
H -0.76 -1.90 -1.60
H -1.24 -2.13 0.10
```

Atom charges from the Löwdin analysis, given in e for atoms 1 to 8:
1 Li 0.434
2 C -0.090
3 N -0.158
4 C -0.078
5 C -0.070
6 N 0.046
7 C -0.700
8 S 0.608